{
  "formula": "C6H5F3NO",
  "method": "ωB97M-V with the def2-TZVPD basis set",
  "species": ["F", "F", "F", "O", "N", "C", "C", "C", "C", "C", "C", "H", "H", "H", "H", "H"],
  "coordinates": [[4.74967, 0.59843, 1.30432], [5.16447, 0.70795, -0.74516], [5.08827, -1.26382, 0.12699], [2.49854, -0.00549, -0.78798], [1.29018, 0.01552, -0.39033], [-1.42168, 0.10085, -0.05840], [-0.76071, -1.12826, -0.20155], [4.81456, -0.04025, 0.20627], [0.61613, -1.17414, -0.27856], [-0.72264, 1.32092, -0.07530], [0.63017, 1.22191, -0.11650], [-1.13264, 2.32197, 0.35428], [-2.42308, 0.16300, 0.10240], [1.31576, 2.04925, -0.30220], [-1.49864, -2.00086, -0.41325], [1.21497, -2.10942, -0.36469]],
  "atomic_forces_ev_per_a": [[-0.51, -1.48, -0.16], [-0.41, -0.68, -0.38], [-0.64, 0.56, 0.50], [3.20, 0.29, 0.12], [-2.90, -0.24, 1.56], [2.78, 0.57, -0.42], [-2.38, -0.48, -0.62], [-0.01, 1.68, -0.53], [0.23, -0.06, -0.64], [-0.66, 0.48, 2.77], [2.46, -0.62, -2.20], [0.37, -1.92, -1.51], [-2.84, -0.26, 0.15], [-0.23, -0.05, 0.54], [2.03, 1.14, 0.92], [-0.50, 1.09, -0.10]],
  "lumo_energy_ev": [-6.27, -6.27],
  "orbital_gap_ev": [6.665, 6.668],
  "total_charge": 1
}



{
  "formula": "C6H5F3NOS",
  "method": "ωB97M-V with the def2-TZVPD basis set",
  "species": ["S", "F", "F", "F", "O", "N", "C", "C", "C", "C", "C", "C", "H", "H", "H", "H", "H"],
  "coordinates": [[1.35372, -1.96676, 1.58878], [-1.25174, 2.43729, -0.27707], [-1.27125, 1.88313, -2.34068], [0.58947, 1.95043, -1.28268], [-0.14496, -2.07815, -0.77231], [-0.10212, -0.96470, -1.61106], [-0.49049, -0.19497, 0.65134], [-0.91469, 0.15238, -0.73983], [0.58242, 0.50385, 1.27859], [1.58506, -0.22440, 1.80753], [-0.20251, -1.66787, 0.60773], [-0.69153, 1.57161, -1.15079], [-0.93455, -2.34728, 1.05093], [-1.95837, -0.10484, -0.96701], [0.57795, 1.58130, 1.35609], [0.86980, -0.62329, -1.62264], [2.40380, 0.09226, 2.42306]],
  "atomic_forces_ev_per_a": [[-0.36, 0.32, -0.12], [-0.02, -0.09, 0.21], [-0.06, -0.31, -0.21], [0.31, -0.25, 0.06], [-0.06, -0.29, -0.22], [-0.67, 2.32, -0.26], [-0.06, -0.04, 0.03], [0.73, -2.34, -0.11], [0.09, 0.02, 0.06], [0.19, -0.24, 0.18], [-0.03, -0.10, 0.71], [-0.22, 0.59, -0.43], [-0.08, -0.03, -0.21], [0.12, 0.19, -0.04], [0.09, 0.18, -0.01], [-0.20, -0.18, 0.32], [0.21, 0.26, 0.05]],
  "lumo_energy_ev": 3.54,
  "orbital_gap_ev": 5.610,
  "total_charge": -1
}



{
  "formula": "C6H5F6NO2",
  "method": "ωB97M-V with the def2-TZVPD basis set",
  "species": ["F", "F", "F", "F", "F", "F", "O", "O", "N", "C", "C", "C", "C", "C", "C", "H", "H", "H", "H", "H"],
  "coordinates": [[-1.72830, 1.55989, 1.17764], [-0.33079, 2.34221, -0.22999], [-0.60523, -2.29437, 0.01506], [-2.27567, -1.10644, 0.91085], [-2.12853, -1.44206, -1.24949], [-2.21449, 1.58335, -0.94161], [0.72940, 0.87269, 2.05873], [2.81845, -0.71869, -1.40769], [1.74324, -0.50021, 0.53089], [0.64153, -0.17666, 1.25444], [-0.45595, 0.09369, -0.19729], [1.87164, -0.42643, -0.76514], [0.51381, 0.04322, -1.34903], [-1.22651, 1.39035, -0.06985], [-1.39914, -1.18026, -0.16796], [0.64848, 0.96490, -1.80219], [0.56886, 1.70385, 1.60565], [2.56271, -0.98025, 0.94380], [0.17013, -0.98135, 1.77041], [0.09636, -0.74743, -2.08721]],
  "atomic_forces_ev_per_a": [[-0.29, -0.09, -0.50], [0.84, 1.73, -0.28], [-0.74, 0.92, -0.05], [1.18, -0.19, -1.40], [0.18, 0.55, 0.09], [0.03, -0.21, -0.07], [0.20, 1.58, 1.67], [1.98, -0.50, -1.15], [3.98, -1.88, 2.26], [-4.11, 0.33, -2.92], [-0.32, -2.08, 1.88], [-2.96, 0.75, -2.32], [-0.97, -3.17, -0.20], [-0.23, -0.99, 1.10], [0.42, 0.02, 1.49], [0.15, 1.64, -1.15], [0.30, 0.19, -0.01], [-0.86, 0.63, 0.18], [0.01, -0.67, 0.55], [1.20, 1.45, 0.83]],
  "smiles": "O=C1CC(C(F)(F)F)(C(F)(F)F)[C@H](O)N1",
  "lumo_energy_ev": 0.59,
  "orbital_gap_ev": 11.053
}



{
  "formula": "C6H5FN",
  "method": "ωB97M-V with the def2-TZVPD basis set",
  "species": ["F", "N", "C", "C", "C", "C", "C", "C", "H", "H", "H", "H", "H"],
  "coordinates": [[-0.85481, -0.25644, 1.82938], [1.12615, 1.19954, -0.72739], [0.91314, 2.16019, 0.14618], [-0.06805, 0.49387, 1.07670], [0.44032, 0.09886, -0.23665], [-0.54768, -2.23376, -1.14496], [0.18470, 1.79503, 1.31905], [-0.05899, -0.97403, -0.69889], [0.06263, -2.89245, -1.77171], [-1.43348, -2.09250, -1.64896], [-0.84200, -2.80108, -0.35339], [-0.11647, 2.38634, 2.20402], [1.19454, 3.11642, 0.00662]],
  "atomic_forces_ev_per_a": [[0.39, -0.42, -0.31], [0.41, 1.68, -0.63], [-0.46, -3.01, -0.30], [-1.98, 0.80, 2.99], [-0.04, -0.20, 0.08], [1.37, 1.69, -1.44], [-0.41, -1.05, 0.46], [0.92, -1.17, -0.95], [0.81, 0.46, 0.29], [-2.20, 0.55, -1.45], [-0.53, -1.82, 3.05], [0.27, -0.50, -0.81], [1.46, 2.99, -0.98]],
  "lumo_energy_ev": -7.44,
  "orbital_gap_ev": 7.194,
  "total_charge": 1
}



{
  "formula": "C6H5IrN2O2S3Se",
  "method": "ωB97M-V with the def2-TZVPD basis set",
  "species": ["Ir", "Se", "S", "S", "S", "O", "O", "N", "N", "C", "C", "C", "C", "C", "C", "H", "H", "H", "H", "H"],
  "coordinates": [[0.66703, 0.28687, -0.27693], [2.85786, -0.38937, -0.62032], [-1.79059, -2.65813, 2.19746], [-0.46809, 0.04780, 1.72788], [-0.11259, -1.86009, -0.21373], [-2.95918, 0.44068, -1.35149], [0.86002, 2.65225, -0.41148], [-1.01434, 1.55004, -0.83048], [-2.94845, 2.69362, -1.53988], [-1.00908, 3.96077, -1.08843], [-2.29546, 3.88548, -1.46638], [-4.33436, 2.60812, -1.94043], [-2.30182, 1.45934, -1.22567], [-0.87699, -1.59240, 1.30308], [-0.33879, 2.71990, -0.75148], [-4.94760, 2.20426, -1.13355], [-4.68659, 3.60647, -2.20271], [-2.88017, 4.75784, -1.73547], [-0.47345, 4.89562, -1.03555], [-4.44316, 1.94153, -2.79584]],
  "atomic_forces_ev_per_a": [[-0.04, -0.23, -0.02], [0.09, 0.03, -0.08], [-0.13, -0.16, 0.14], [-0.15, -0.20, 0.06], [-0.03, 0.17, 0.20], [0.01, 0.00, -0.01], [0.00, -0.08, 0.08], [0.03, 0.04, -0.07], [0.03, 0.01, 0.03], [-0.01, 0.04, 0.04], [0.00, -0.04, 0.00], [-0.02, 0.00, 0.00], [-0.06, 0.00, -0.02], [0.28, 0.34, -0.23], [0.01, 0.06, -0.12], [0.01, -0.01, 0.00], [0.00, 0.00, 0.00], [0.01, 0.00, 0.00], [-0.01, 0.01, 0.01], [0.00, 0.00, 0.00]],
  "lumo_energy_ev": 4.69,
  "orbital_gap_ev": 4.449,
  "total_charge": -2
}



{
  "formula": "C6H5N2O6Ti",
  "method": "ωB97M-V with the def2-TZVPD basis set",
  "species": ["Ti", "O", "O", "O", "O", "O", "O", "N", "N", "C", "C", "C", "C", "C", "C", "H", "H", "H", "H", "H"],
  "coordinates": [[0.11007, 0.02723, 0.07019], [0.55051, -3.03121, -0.33799], [-1.85087, -0.62473, 2.39984], [1.74163, 0.25193, 1.07321], [-0.74671, 3.01987, 0.22028], [1.19637, 0.50944, -2.80774], [-2.56031, 0.65642, -1.46623], [3.12250, 1.63739, 2.17273], [3.58567, -0.67035, 1.95998], [0.74147, 0.33373, -1.79457], [2.74836, 0.39628, 1.69323], [0.35632, -1.92989, -0.21170], [-0.47117, 1.90243, 0.13841], [-1.82997, -0.25627, -1.12594], [-1.19675, -0.38683, 1.51569], [2.50897, 2.40042, 1.97327], [-2.05299, -1.33878, -1.37752], [3.93584, 1.76347, 2.67556], [3.30432, -1.56283, 1.60793], [4.40278, -0.56218, 2.46136]],
  "atomic_forces_ev_per_a": [[0.19, -0.31, 0.02], [-0.18, -0.20, -0.12], [-0.15, 0.01, -0.12], [-2.57, -0.38, -1.57], [0.58, -3.10, -0.36], [-0.13, -0.02, -0.13], [0.87, -1.31, 0.28], [-2.14, -2.34, -1.81], [-2.97, 1.54, -1.36], [0.83, 0.28, -2.52], [5.69, 0.86, 3.52], [0.72, -2.41, -0.43], [-1.58, 6.07, 0.70], [-0.47, 0.55, -0.16], [-1.82, -0.42, 1.97], [-0.03, 0.33, 0.06], [-0.47, 0.60, -0.16], [1.76, 0.42, 1.09], [0.12, -0.28, 0.00], [1.79, 0.09, 1.09]],
  "lumo_energy_ev": [-5.14, -5.94],
  "spin_multiplicity": 3,
  "orbital_gap_ev": [6.317, 5.414],
  "total_charge": 1
}



Repeat the second record exactly.
{
  "formula": "C6H5F3NOS",
  "method": "ωB97M-V with the def2-TZVPD basis set",
  "species": ["S", "F", "F", "F", "O", "N", "C", "C", "C", "C", "C", "C", "H", "H", "H", "H", "H"],
  "coordinates": [[1.35372, -1.96676, 1.58878], [-1.25174, 2.43729, -0.27707], [-1.27125, 1.88313, -2.34068], [0.58947, 1.95043, -1.28268], [-0.14496, -2.07815, -0.77231], [-0.10212, -0.96470, -1.61106], [-0.49049, -0.19497, 0.65134], [-0.91469, 0.15238, -0.73983], [0.58242, 0.50385, 1.27859], [1.58506, -0.22440, 1.80753], [-0.20251, -1.66787, 0.60773], [-0.69153, 1.57161, -1.15079], [-0.93455, -2.34728, 1.05093], [-1.95837, -0.10484, -0.96701], [0.57795, 1.58130, 1.35609], [0.86980, -0.62329, -1.62264], [2.40380, 0.09226, 2.42306]],
  "atomic_forces_ev_per_a": [[-0.36, 0.32, -0.12], [-0.02, -0.09, 0.21], [-0.06, -0.31, -0.21], [0.31, -0.25, 0.06], [-0.06, -0.29, -0.22], [-0.67, 2.32, -0.26], [-0.06, -0.04, 0.03], [0.73, -2.34, -0.11], [0.09, 0.02, 0.06], [0.19, -0.24, 0.18], [-0.03, -0.10, 0.71], [-0.22, 0.59, -0.43], [-0.08, -0.03, -0.21], [0.12, 0.19, -0.04], [0.09, 0.18, -0.01], [-0.20, -0.18, 0.32], [0.21, 0.26, 0.05]],
  "lumo_energy_ev": 3.54,
  "orbital_gap_ev": 5.610,
  "total_charge": -1
}



What did the sixth record say?
{
  "formula": "C6H5N2O6Ti",
  "method": "ωB97M-V with the def2-TZVPD basis set",
  "species": ["Ti", "O", "O", "O", "O", "O", "O", "N", "N", "C", "C", "C", "C", "C", "C", "H", "H", "H", "H", "H"],
  "coordinates": [[0.11007, 0.02723, 0.07019], [0.55051, -3.03121, -0.33799], [-1.85087, -0.62473, 2.39984], [1.74163, 0.25193, 1.07321], [-0.74671, 3.01987, 0.22028], [1.19637, 0.50944, -2.80774], [-2.56031, 0.65642, -1.46623], [3.12250, 1.63739, 2.17273], [3.58567, -0.67035, 1.95998], [0.74147, 0.33373, -1.79457], [2.74836, 0.39628, 1.69323], [0.35632, -1.92989, -0.21170], [-0.47117, 1.90243, 0.13841], [-1.82997, -0.25627, -1.12594], [-1.19675, -0.38683, 1.51569], [2.50897, 2.40042, 1.97327], [-2.05299, -1.33878, -1.37752], [3.93584, 1.76347, 2.67556], [3.30432, -1.56283, 1.60793], [4.40278, -0.56218, 2.46136]],
  "atomic_forces_ev_per_a": [[0.19, -0.31, 0.02], [-0.18, -0.20, -0.12], [-0.15, 0.01, -0.12], [-2.57, -0.38, -1.57], [0.58, -3.10, -0.36], [-0.13, -0.02, -0.13], [0.87, -1.31, 0.28], [-2.14, -2.34, -1.81], [-2.97, 1.54, -1.36], [0.83, 0.28, -2.52], [5.69, 0.86, 3.52], [0.72, -2.41, -0.43], [-1.58, 6.07, 0.70], [-0.47, 0.55, -0.16], [-1.82, -0.42, 1.97], [-0.03, 0.33, 0.06], [-0.47, 0.60, -0.16], [1.76, 0.42, 1.09], [0.12, -0.28, 0.00], [1.79, 0.09, 1.09]],
  "lumo_energy_ev": [-5.14, -5.94],
  "spin_multiplicity": 3,
  "orbital_gap_ev": [6.317, 5.414],
  "total_charge": 1
}